[1]
{
  "formula": "C4H7N3O",
  "method": "ωB97M-V/def2-TZVPD",
  "orbital_gap_ev": 9.83,
  "homo_energy_ev": -8.9,
  "smiles": "O=C1NN[C@H]2C[C@@H]2N1",
  "total_charge": 0,
  "species": ["O", "C", "N", "N", "C", "C", "C", "N", "H", "H", "H", "H", "H", "H", "H"],
  "coordinates": [[-2.4142, -0.7514, -0.4108], [-1.3115, -0.3369, -0.1865], [-0.1073, -1.1347, -0.6827], [1.3212, -1.1198, -0.3344], [1.3157, -0.0334, 0.6249], [1.7117, 1.4743, 0.7218], [0.3971, 1.0500, 0.0908], [-1.0271, 0.8698, 0.3411], [-0.4922, -2.1271, -0.7007], [1.8258, -0.8698, -1.2092], [0.9983, -0.4642, 1.6014], [1.6549, 1.7784, 1.7758], [2.4528, 2.0214, 0.0302], [0.6495, 0.9703, -0.9777], [-1.7614, 1.4707, -0.0080]],
  "forces_ev_per_angstrom": [[-0.1, -0.4, 0.0], [2.1, -2.3, -1.2], [-2.9, -2.5, 0.0], [-0.2, 0.5, -0.4], [-1.3, 0.9, 0.9], [-0.1, 0.0, -0.3], [1.3, 0.2, -0.8], [1.4, 0.7, 0.5], [1.0, 1.7, -0.1], [-0.6, -0.1, 0.8], [0.4, 0.7, -0.6], [0.5, 0.0, -0.5], [-1.3, -1.0, 1.4], [-0.7, 0.6, 0.1], [0.4, 0.9, 0.4]],
  "lowdin_charge": [0.0778, -0.5348, 0.0094, -0.0329, -0.2688, -0.0118, -0.2841, 0.1210, 0.1429, 0.1211, 0.1515, 0.0982, 0.1257, 0.1369, 0.1479]
}

---

[2]
{
  "formula": "C4H7N3O",
  "method": "ωB97M-V/def2-TZVPD",
  "orbital_gap_ev": 8.59,
  "homo_energy_ev": -7.8,
  "smiles": "NC(=O)N1C=CCN1",
  "total_charge": 0,
  "species": ["N", "C", "O", "N", "C", "C", "C", "N", "H", "H", "H", "H", "H", "H", "H"],
  "coordinates": [[-2.1995, -0.9692, -0.1600], [-1.7112, 0.2573, 0.0913], [-2.2893, 1.4307, 0.1252], [-0.3206, 0.1345, 0.3069], [0.3733, 1.3218, 0.1900], [1.6098, 1.0685, -0.2378], [1.7663, -0.4140, -0.0925], [0.4664, -0.9822, 0.3535], [-1.5795, -1.7803, -0.5326], [-3.1501, -1.0244, -0.6657], [-0.1202, 2.2801, 0.1832], [2.3027, 1.8191, -0.4046], [2.5849, -0.9029, 0.5285], [1.8279, -0.8721, -1.0327], [0.4392, -1.3670, 1.3473]],
  "forces_ev_per_angstrom": [[-3.0, -2.9, -2.6], [0.6, 3.1, -0.1], [1.9, -5.3, -0.2], [-4.1, 3.4, 1.2], [1.3, 0.5, -1.4], [-1.3, -0.9, 2.3], [1.5, -2.2, 0.5], [0.0, -1.0, 1.5], [-0.9, 2.5, 1.2], [2.0, 0.5, 1.5], [-0.3, -0.3, 0.3], [1.5, 0.9, -0.4], [-0.8, 1.2, -0.6], [0.9, -0.5, -1.8], [0.5, 0.9, -1.5]],
  "lowdin_charge": [0.1190, -0.4947, -0.0445, -0.1306, -0.0680, -0.0436, -0.1754, -0.0141, 0.1394, 0.1459, 0.1236, 0.0732, 0.1353, 0.0794, 0.1550]
}

---

[3]
{
  "formula": "C4H7N3O",
  "method": "ωB97M-V/def2-TZVPD",
  "orbital_gap_ev": 10.43,
  "homo_energy_ev": -9.7,
  "smiles": "C[C@@H](N)c1conn1",
  "total_charge": 0,
  "species": ["C", "C", "N", "C", "C", "O", "N", "N", "H", "H", "H", "H", "H", "H", "H"],
  "coordinates": [[-0.6958, -1.6167, -0.4830], [-0.6648, -0.2327, 0.2124], [-0.7136, -0.3796, 1.6348], [0.5634, 0.4899, -0.2183], [0.6258, 1.7473, -0.7459], [1.9364, 1.9431, -0.9289], [2.6311, 0.9099, -0.4354], [1.8237, 0.0085, -0.0142], [-1.5936, -2.1083, -0.0465], [0.1816, -2.2206, -0.2398], [-0.8601, -1.5139, -1.5395], [-1.4383, 0.3819, -0.2469], [-0.1600, 0.3153, 2.1020], [-1.6298, -0.3010, 2.0168], [-0.0062, 2.5770, -1.0676]],
  "forces_ev_per_angstrom": [[-1.2, 0.1, 1.4], [0.8, -0.6, -1.7], [0.4, 0.0, 0.6], [-1.4, 0.5, 0.7], [0.9, -0.9, -0.1], [0.3, 1.5, -0.2], [0.4, -1.5, 0.3], [0.4, 1.5, -0.7], [0.6, -0.1, -0.4], [-0.1, 0.2, -0.1], [0.2, 0.0, -0.6], [-0.7, 0.0, 0.3], [0.3, 0.2, 0.1], [-0.8, -0.1, 0.1], [0.0, -0.7, 0.2]],
  "lowdin_charge": [-0.0556, -0.4332, 0.0611, -0.2881, -0.0264, -0.0309, 0.0258, 0.1104, 0.0814, 0.0773, 0.0660, 0.1302, 0.0718, 0.0685, 0.1418]
}

---

[4]
{
  "formula": "C4H7N3O",
  "method": "ωB97M-V/def2-TZVPD",
  "orbital_gap_ev": 9.24,
  "homo_energy_ev": -8.9,
  "smiles": "C=C(C#N)[C@H](O)NN",
  "total_charge": 0,
  "species": ["C", "C", "C", "N", "C", "O", "N", "N", "H", "H", "H", "H", "H", "H", "H"],
  "coordinates": [[0.5165, 2.3292, 0.2223], [-0.0627, 1.1130, 0.1793], [-1.4836, 1.0341, 0.0626], [-2.6405, 0.9981, 0.0031], [0.7717, -0.1479, 0.2612], [1.4351, -0.3158, -0.9814], [0.0845, -1.3982, 0.6159], [-0.5872, -1.9972, -0.5354], [1.5963, 2.4305, 0.2928], [-0.0629, 3.2460, 0.1559], [1.5485, 0.0041, 1.0203], [0.7718, -0.8301, -1.4758], [-0.5536, -1.2108, 1.3962], [0.0413, -2.6732, -0.9889], [-1.3751, -2.5819, -0.2280]],
  "forces_ev_per_angstrom": [[-0.4, -0.6, -0.1], [0.4, 1.3, 0.2], [-1.5, -0.1, 0.0], [1.1, -0.1, 0.1], [0.4, -0.4, -0.5], [-0.5, -0.5, 0.4], [0.3, -0.2, 0.3], [-0.3, -0.1, -0.1], [-0.1, -0.1, 0.1], [0.0, -0.2, 0.0], [-0.2, 0.0, -0.1], [0.3, 0.3, -0.4], [0.0, -0.4, -0.7], [0.0, 0.3, 0.8], [0.4, 0.7, 0.1]],
  "lowdin_charge": [0.1094, -0.2476, -0.2072, 0.1590, -0.3968, -0.0147, -0.0716, -0.0098, 0.0828, 0.0806, 0.1483, 0.0721, 0.1183, 0.0840, 0.0931]
}

---

[5]
{
  "formula": "C4H7N3O4",
  "method": "ωB97M-V/def2-TZVPD",
  "orbital_gap_ev": 7.23,
  "homo_energy_ev": -7.7,
  "total_charge": 0,
  "species": ["C", "C", "C", "C", "N", "N", "N", "O", "O", "O", "O", "H", "H", "H", "H", "H", "H", "H"],
  "coordinates": [[0.2571, -1.0584, 0.7477], [2.3680, 0.2052, 0.0660], [-3.2559, 0.4807, -0.3228], [1.7955, 0.9001, -1.1267], [1.6879, -0.6126, 0.8177], [-3.7130, -0.6111, -0.2923], [-2.0945, 1.1177, 0.2458], [-0.3808, -0.8815, -0.3994], [-1.4132, 1.7452, -0.5165], [-4.2706, -1.6420, -0.4562], [-1.9410, 0.9171, 1.4385], [-0.2232, -0.5661, 1.6276], [0.4162, -2.1386, 0.9934], [3.3910, 0.3245, 0.2704], [0.7970, 1.4650, -1.1099], [1.6493, 0.0784, -1.8606], [2.5986, 1.4750, -1.5825], [2.3316, -1.1987, 1.4599]],
  "forces_ev_per_angstrom": [[-2.2, -1.1, -1.2], [-3.4, -0.7, 0.0], [-0.3, -0.9, 0.3], [-0.5, 0.0, -1.0], [3.9, 0.2, 0.4], [0.3, 0.5, -0.6], [-0.3, -1.1, 0.2], [1.0, 0.2, 1.1], [0.1, 0.6, 0.3], [0.2, 0.4, 0.3], [0.2, 0.7, -0.5], [0.4, -0.1, 0.0], [-0.1, 0.1, 0.3], [1.3, 0.0, 0.3], [1.6, -1.0, 0.5], [-0.3, 0.3, 0.4], [-0.1, 0.5, 0.2], [-1.7, 1.4, -1.0]],
  "lowdin_charge": [-0.4489, -0.0610, 0.0976, -0.0485, 0.0737, -0.0557, -0.3897, -0.2293, 0.0869, 0.1129, 0.0762, 0.1035, 0.1106, 0.1112, 0.0988, 0.1052, 0.0669, 0.1895]
}

---

[6]
{
  "formula": "C4H7N3S",
  "method": "ωB97M-V/def2-TZVPD",
  "orbital_gap_ev": 7.55,
  "homo_energy_ev": -8.4,
  "smiles": "C/C(C=S)=N/N=C\\N",
  "total_charge": 0,
  "species": ["C", "C", "C", "S", "N", "N", "C", "N", "H", "H", "H", "H", "H", "H", "H"],
  "coordinates": [[-0.3491, -1.5502, 1.7309], [0.3006, -0.7531, 0.6959], [1.8392, -0.9786, 0.5794], [2.6223, -2.3771, 1.0612], [-0.4422, 0.0044, -0.1723], [0.4555, 0.6950, -1.0645], [-0.2276, 1.6484, -1.7562], [-1.5104, 2.1039, -1.5891], [0.0328, -1.0040, 2.6168], [-1.5131, -1.3842, 1.5534], [-0.1583, -2.7471, 1.8342], [2.5254, 0.0044, 0.1231], [0.5033, 1.9884, -2.5591], [-1.9796, 2.6585, -2.3947], [-2.0989, 1.6911, -0.6589]],
  "forces_ev_per_angstrom": [[-2.7, -1.5, 0.6], [0.1, 0.7, -4.1], [1.6, 1.8, -0.6], [-1.3, 2.2, -0.8], [4.1, -1.3, 2.5], [-3.5, 1.7, -1.0], [2.3, -2.2, 0.8], [-1.5, -0.5, 1.1], [-0.7, -0.9, 0.3], [2.4, -0.4, 0.9], [-0.1, 3.2, -0.5], [-2.3, -3.1, 1.3], [-1.8, 0.4, 0.8], [1.1, -1.5, 2.4], [2.2, 1.5, -3.9]],
  "lowdin_charge": [-0.1441, -0.4364, -0.5881, 0.6218, 0.0254, -0.0652, -0.2905, 0.0193, 0.0804, 0.1094, 0.1128, 0.1209, 0.1228, 0.1277, 0.1837]
}

---

[7]
{
  "formula": "C4H7N3S",
  "method": "ωB97M-V/def2-TZVPD",
  "orbital_gap_ev": 8.30,
  "homo_energy_ev": -7.9,
  "smiles": "Cn1cnc(N)c1S",
  "total_charge": 0,
  "species": ["C", "N", "C", "N", "C", "N", "C", "S", "H", "H", "H", "H", "H", "H", "H"],
  "coordinates": [[0.5841, 0.2062, 2.1816], [0.1526, -0.2651, 0.8533], [-0.6567, -1.3223, 0.6258], [-1.1134, -1.5114, -0.6921], [-0.3837, -0.3728, -1.3310], [-0.5355, -0.0391, -2.6746], [0.4488, 0.2689, -0.4252], [1.0993, 1.8197, -0.2207], [0.3297, -0.4453, 3.0205], [1.7225, 0.3334, 1.9076], [0.0403, 1.1235, 2.4264], [-1.0415, -2.0104, 1.2901], [-0.8161, -0.8926, -3.2026], [0.3338, 0.4511, -3.0436], [-0.1643, 2.6563, -0.7155]],
  "forces_ev_per_angstrom": [[1.9, 0.4, -1.8], [-2.2, -3.3, 0.0], [-1.0, 0.8, -4.2], [3.9, 4.3, 1.6], [-0.5, -2.2, 1.1], [1.1, -0.5, -0.3], [-1.4, -0.3, 1.5], [-1.8, 3.5, -2.6], [0.4, -0.6, -0.6], [-2.0, 0.2, 1.9], [0.7, 0.3, -0.3], [-0.3, -1.0, 1.9], [0.5, 1.2, 0.3], [-1.7, -1.1, 0.5], [2.6, -1.6, 1.1]],
  "lowdin_charge": [-0.0657, -0.2040, -0.1592, 0.1005, -0.3833, 0.0742, -0.6889, 0.7363, 0.0861, 0.1125, 0.0741, 0.0905, 0.1036, 0.1166, 0.0068]
}

---

[8]
{
  "formula": "C4H7N3S",
  "method": "ωB97M-V/def2-TZVPD",
  "orbital_gap_ev": [7.92, 7.92],
  "homo_energy_ev": [-8.5, -8.5],
  "total_charge": 0,
  "species": ["C", "C", "C", "C", "N", "N", "N", "S", "H", "H", "H", "H", "H", "H", "H"],
  "coordinates": [[-2.4611, 0.7023, -0.4213], [1.1720, -0.2440, -0.7227], [0.8039, 0.9872, 0.1143], [0.4365, -1.4220, 0.1185], [-2.3653, 1.7741, -0.0493], [-0.2322, 0.4972, 0.9877], [-0.5714, -0.7567, 0.8710], [-2.4128, -0.9187, -0.6746], [0.5588, -0.0058, -1.6762], [2.2763, -0.2943, -0.8079], [1.7381, 1.3399, 0.5692], [0.4774, 1.7331, -0.4694], [0.1174, -2.2703, -0.4282], [1.0536, -1.9822, 0.7406], [-0.5910, 0.8604, 1.8481]],
  "forces_ev_per_angstrom": [[-0.6, -2.6, -0.7], [-2.0, -0.2, -0.4], [2.5, -2.2, 1.5], [1.0, 1.8, -2.7], [0.3, 3.0, 0.7], [-0.4, -2.3, 0.7], [-0.2, 0.8, 0.6], [0.4, 0.0, 0.0], [1.6, -1.3, 1.0], [-0.9, -0.4, -0.4], [-0.6, 0.0, 0.9], [-1.5, 2.8, -2.0], [-1.2, -0.2, -1.3], [1.7, 0.0, 2.1], [-0.2, 1.1, -0.1]],
  "lowdin_charge": [-0.9020, -0.0906, -0.1741, -0.2263, 0.0586, -0.0331, -0.0788, 0.6833, 0.1307, 0.1101, 0.1265, 0.0649, 0.0832, 0.0921, 0.1555]
}

---

[9]
{
  "formula": "C4H7N3S",
  "method": "ωB97M-V/def2-TZVPD",
  "orbital_gap_ev": 7.78,
  "homo_energy_ev": -7.9,
  "total_charge": 0,
  "species": ["C", "C", "C", "C", "H", "H", "H", "H", "H", "H", "H", "N", "N", "N", "S"],
  "coordinates": [[0.2340, -0.9055, 1.7066], [-0.9912, -1.0490, 0.9927], [-1.0995, -0.3282, -0.2161], [0.0198, 0.7328, -2.1393], [3.3480, 0.8516, 1.4284], [0.2982, -1.2155, 2.6975], [-1.9118, -1.5484, 1.4085], [-2.1757, -0.1576, -0.7152], [0.7670, 0.2716, -0.1655], [1.1850, 0.9681, -2.4396], [-2.1865, 1.0305, -2.4172], [1.1547, -0.0503, 1.2977], [-0.0882, 0.3053, -0.8452], [-0.9756, 0.8989, -2.9070], [2.4216, 0.1955, 2.3137]],
  "forces_ev_per_angstrom": [[0.3, 2.4, -1.2], [-0.9, 1.1, -1.9], [-3.3, -0.4, -0.3], [0.1, 0.6, -0.4], [-1.5, -1.0, 1.0], [0.1, -1.2, 1.7], [1.4, 0.7, -0.5], [2.5, -0.9, 1.1], [-0.9, 0.3, -1.2], [-3.2, -0.8, 0.3], [5.2, -1.1, -1.4], [-1.0, -1.8, -0.2], [1.9, -0.7, 2.7], [-3.3, 1.6, 0.2], [2.5, 1.2, 0.0]],
  "lowdin_charge": [-0.2622, -0.0894, -0.1273, -0.3655, -0.0917, 0.0698, 0.1081, 0.1325, 0.0797, 0.1683, 0.1803, -0.5063, -0.0284, 0.0107, 0.7212]
}

---

[10]
{
  "formula": "C4H7N3S",
  "method": "ωB97M-V/def2-TZVPD",
  "orbital_gap_ev": 9.98,
  "homo_energy_ev": -9.7,
  "smiles": "CC/N=C(/C#N)NS",
  "total_charge": 0,
  "species": ["C", "C", "N", "C", "C", "N", "N", "S", "H", "H", "H", "H", "H", "H", "H"],
  "coordinates": [[1.7051, -1.1074, -0.6568], [0.7508, -0.9797, 0.5490], [-0.6203, -0.9962, 0.0316], [-1.2841, 0.0736, 0.0779], [-2.7392, -0.0762, -0.1219], [-3.8639, 0.0048, -0.3919], [-0.9761, 1.4400, 0.1215], [0.4915, 2.2643, -0.2301], [1.5036, -2.0800, -1.1583], [1.5208, -0.2895, -1.3769], [2.7641, -1.0535, -0.3239], [0.9038, -1.8768, 1.1672], [0.8742, -0.1119, 1.1301], [-1.7748, 2.0652, 0.1643], [0.7444, 2.7234, 1.0182]],
  "forces_ev_per_angstrom": [[0.2, 0.1, 0.2], [0.0, -1.4, -2.0], [0.2, 0.0, 1.5], [-0.7, 0.0, -1.0], [-1.1, 0.7, -0.8], [1.3, -0.3, 0.6], [0.2, 0.5, 0.4], [-0.5, -0.4, 0.3], [0.3, 0.7, 0.3], [0.2, -0.4, 0.3], [-0.6, -0.1, -0.3], [-0.3, 0.3, 0.0], [0.7, 1.1, 0.8], [0.2, -0.4, -0.1], [0.1, -0.2, -0.2]],
  "lowdin_charge": [-0.1096, -0.2861, 0.0787, -0.4463, -0.1376, 0.1567, -0.3605, 0.7846, 0.0802, 0.0448, 0.0765, 0.1124, 0.0551, 0.0800, -0.1289]
}

---

no.,E_tot (eV)
1,-10775.6625
2,-10777.0342
3,-10777.0726
4,-10776.8201
5,-16912.3492
6,-19562.8231
7,-19565.0079
8,-19563.7040
9,-19563.0432
10,-19565.2742